DFT (wB97M-V/def2-TZVPD) results for a 3-piece molecular cluster, C2H5NO2S overall.

ΔE to the lowest compared entry with this formula, charge and spin ... 174.9 kcal/mol
E ... -18567.9829 eV
Lowest unoccupied orbital energy ... -1.44 eV
HOMO energy ... -0.31498 Ha

CARTESIAN COORDINATES (ANGSTROEM)
1 C 0.3863 0.7664 -1.1565
2 C 0.0754 -0.6510 -0.4811
3 H -0.2008 1.3539 0.8785
4 H -0.5510 0.9842 -1.9215
5 H 1.4188 0.4004 -1.5526
6 H -0.6715 -1.7932 1.0227
7 H 0.0822 -0.1990 2.6552
8 N -0.2924 -0.9501 0.7403
9 O 0.6025 1.9353 -0.2441
10 O -0.5840 0.0973 1.5583
11 S -0.2656 -1.9442 -1.4992

natural (NBO) analysis output, partial charges in e: atom 1 (C): -0.147, atom 2 (C): 0.092, atom 3 (H): 0.501, atom 4 (H): 0.233, atom 5 (H): 0.227, atom 6 (H): 0.401, atom 7 (H): 0.492, atom 8 (N): -0.290, atom 9 (O): -0.779, atom 10 (O): -0.527, atom 11 (S): -0.202

---

DFT (wB97M-V/def2-TZVPD) results for C29H25F3N4O2ReS4Sb as an isolated structure.

ΔE to the lowest compared entry with this formula, charge and spin ... 30.4 kcal/mol
E ... -100683.0927 eV
Net charge ... +2
Lowest unoccupied orbital energy (alpha / beta) ... -8.64 / -8.43 eV
HOMO energy (alpha / beta) ... -0.48710 / -0.48793 Ha

CARTESIAN COORDINATES (ANGSTROEM)
1 Re 0.2977 -0.7595 0.1360
2 C -1.1944 -0.2745 -3.3023
3 C -2.2592 0.1546 -2.3495
4 C -3.1665 1.1433 -2.6962
5 C -4.2273 1.4612 -1.8645
6 C -4.4379 0.7212 -0.7108
7 C -3.5512 -0.2709 -0.3216
8 C -3.8429 -1.0975 0.8882
9 C -2.4088 -0.5085 -1.1139
10 N -1.4316 -1.4173 -0.6668
11 C -1.7327 -2.7626 -0.7310
12 O -2.7117 -3.2362 -1.2477
13 C -0.6820 -3.5681 -0.0256
14 C -0.7701 -4.9337 0.2136
15 C 0.2088 -5.5307 0.9976
16 C 1.2083 -4.7423 1.5589
17 C 1.2181 -3.3850 1.2741
18 N 0.3159 -2.8284 0.4566
19 C 2.1439 -2.3716 1.8793
20 O 3.0599 -2.6075 2.6248
21 N 1.7407 -1.1129 1.4828
22 C 2.5324 0.0244 1.5060
23 C 2.0829 1.1728 2.2171
24 C 0.9797 1.0685 3.2180
25 C 2.7651 2.3678 2.0552
26 C 3.9060 2.4339 1.2742
27 C 4.4358 1.2741 0.7190
28 C 3.7925 0.0570 0.8424
29 C 4.4347 -1.1989 0.3626
30 H -1.4606 0.0000 -4.3188
31 H -1.0621 -1.3545 -3.2599
32 H -0.2419 0.2010 -3.0672
33 H -3.0477 1.6543 -3.6394
34 H -4.9136 2.2494 -2.1319
35 H -5.3093 0.9055 -0.1009
36 H -4.5105 -0.5646 1.5601
37 H -2.9460 -1.4081 1.4286
38 H -4.3592 -2.0026 0.5624
39 H -1.6041 -5.4822 -0.2010
40 H 0.1721 -6.5889 1.2029
41 H 1.9630 -5.1476 2.2172
42 H 0.8938 0.0531 3.6044
43 H 0.0138 1.3759 2.8133
44 H 1.2055 1.7378 4.0450
45 H 2.4134 3.2441 2.5762
46 H 4.4161 3.3754 1.1500
47 H 5.3957 1.3092 0.2238
48 H 5.3014 -0.9793 -0.2616
49 H 3.7405 -1.8435 -0.1793
50 H 4.7910 -1.7628 1.2275
51 S 4.0585 -1.7710 -4.7603
52 Sb 4.8017 -0.0637 -3.1742
53 S 1.6273 -1.0711 -1.7968
54 S 2.4748 0.6552 -2.4173
55 S 4.3978 -2.4578 -2.8488
56 F -3.7711 4.7755 -0.3016
57 C -2.5028 5.0274 0.0428
58 F -2.0098 5.9043 -0.8242
59 F -2.5157 5.5960 1.2494
60 C -1.7026 3.7386 0.0611
61 C -2.0857 2.7206 0.9253
62 C -1.3941 1.5270 0.8701
63 N -0.3578 1.3107 0.0437
64 C 0.0394 2.3195 -0.7313
65 C -0.6137 3.5395 -0.7744
66 H -2.9090 2.8409 1.6116
67 H -1.7134 0.7055 1.5012
68 H 0.9032 2.1445 -1.3566
69 H -0.2839 4.3141 -1.4478

natural (NBO) analysis output, partial charges in e: atom 1 (Re): 1.287, atom 2 (C): -0.638, atom 3 (C): -0.008, atom 4 (C): -0.214, atom 5 (C): -0.156, atom 6 (C): -0.216, atom 7 (C): -0.013, atom 8 (C): -0.652, atom 9 (C): 0.150, atom 10 (N): -0.632, atom 11 (C): 0.636, atom 12 (O): -0.484, atom 13 (C): 0.120, atom 14 (C): -0.152, atom 15 (C): -0.111, atom 16 (C): -0.151, atom 17 (C): 0.097, atom 18 (N): -0.442, atom 19 (C): 0.649, atom 20 (O): -0.476, atom 21 (N): -0.568, atom 22 (C): 0.020, atom 23 (C): 0.083, atom 24 (C): -0.657, atom 25 (C): -0.237, atom 26 (C): -0.087, atom 27 (C): -0.258, atom 28 (C): 0.167, atom 29 (C): -0.690, atom 30 (H): 0.249, atom 31 (H): 0.223, atom 32 (H): 0.204, atom 33 (H): 0.231, atom 34 (H): 0.239, atom 35 (H): 0.232, atom 36 (H): 0.240, atom 37 (H): 0.190, atom 38 (H): 0.261, atom 39 (H): 0.277, atom 40 (H): 0.261, atom 41 (H): 0.274, atom 42 (H): 0.237, atom 43 (H): 0.219, atom 44 (H): 0.262, atom 45 (H): 0.240, atom 46 (H): 0.243, atom 47 (H): 0.231, atom 48 (H): 0.228, atom 49 (H): 0.224, atom 50 (H): 0.274, atom 51 (S): -0.206, atom 52 (Sb): 1.005, atom 53 (S): 0.146, atom 54 (S): -0.360, atom 55 (S): -0.264, atom 56 (F): -0.302, atom 57 (C): 0.963, atom 58 (F): -0.298, atom 59 (F): -0.298, atom 60 (C): -0.025, atom 61 (C): -0.156, atom 62 (C): 0.042, atom 63 (N): -0.521, atom 64 (C): 0.098, atom 65 (C): -0.212, atom 66 (H): 0.261, atom 67 (H): 0.220, atom 68 (H): 0.232, atom 69 (H): 0.269

---

DFT (wB97M-V/def2-TZVPD) results for one molecule with the formula FNO4S.

ΔE to the lowest compared entry with this formula, charge and spin ... 50.2 kcal/mol
E ... -23227.0505 eV
Lowest unoccupied orbital energy ... -1.59 eV
HOMO energy ... -0.42064 Ha

CARTESIAN COORDINATES (ANGSTROEM)
1 N -0.2839 -0.8030 -1.1780
2 O -0.4336 -1.9378 -1.5582
3 O -0.4485 0.1968 -1.8160
4 O -0.6843 1.6217 1.7298
5 O -0.0397 -0.6750 0.1403
6 F 1.6981 1.1025 1.0931
7 S 0.1920 0.4948 1.5889

natural (NBO) analysis output, partial charges in e: atom 1 (N): 0.733, atom 2 (O): -0.334, atom 3 (O): -0.356, atom 4 (O): -0.764, atom 5 (O): -0.611, atom 6 (F): -0.491, atom 7 (S): 1.823

---

DFT (wB97M-V/def2-TZVPD) results for one molecule with the formula C4H7NO.

ΔE to the lowest compared entry with this formula, charge and spin ... 72.7 kcal/mol
E ... -7796.4898 eV
Lowest unoccupied orbital energy ... 1.01 eV
HOMO energy ... -0.33905 Ha

CARTESIAN COORDINATES (ANGSTROEM)
1 O -2.5516 -0.8943 0.3212
2 C -1.3542 -0.7612 0.4025
3 C -0.6806 0.5449 0.8278
4 N 0.5814 0.8461 0.1923
5 C 0.5580 0.3713 -1.1585
6 C 1.5853 -0.1427 -0.1784
7 H -0.6742 -1.6382 0.3204
8 H -0.5572 0.4931 1.9118
9 H -1.3447 1.3804 0.5800
10 H 0.7130 1.0437 -2.0024
11 H -0.3953 -0.2770 -1.2530
12 H 1.5227 -1.2102 0.0293
13 H 2.5975 0.2439 0.0069

natural (NBO) analysis output, partial charges in e: atom 1 (O): -0.509, atom 2 (C): 0.391, atom 3 (C): -0.325, atom 4 (N): -0.396, atom 5 (C): -0.240, atom 6 (C): -0.273, atom 7 (H): 0.113, atom 8 (H): 0.222, atom 9 (H): 0.223, atom 10 (H): 0.209, atom 11 (H): 0.176, atom 12 (H): 0.190, atom 13 (H): 0.219

---

DFT (wB97M-V/def2-TZVPD) results for a 11-piece molecular cluster, C19H43N5O33S6 overall.

E ... -160408.8360 eV
Lowest unoccupied orbital energy ... -0.94 eV
HOMO energy ... -0.30993 Ha

CARTESIAN COORDINATES (ANGSTROEM)
1 C -0.8056 -2.0696 5.0616
2 N -2.1089 -2.7583 4.7810
3 O -2.5095 -3.4540 5.6938
4 O -2.8506 -2.2948 3.8609
5 H -0.0645 -2.3884 4.3287
6 H -0.4795 -2.2996 6.0760
7 H -1.0027 -1.0295 4.8019
8 C 3.2468 -1.3398 -4.0176
9 N 4.6202 -0.7578 -3.9544
10 O 4.8651 0.2980 -4.5501
11 O 5.4821 -1.3873 -3.3913
12 H 3.0956 -1.5843 -5.0690
13 H 2.6894 -0.5025 -3.5979
14 H 3.2006 -2.2832 -3.4736
15 C 5.1193 -2.0038 -0.2129
16 N 5.7623 -3.1983 -0.7507
17 O 6.9908 -3.2505 -0.7049
18 O 4.9908 -4.1373 -1.0526
19 H 5.8534 -1.2864 0.1540
20 H 4.4371 -2.2393 0.6039
21 H 4.5819 -1.5364 -1.0380
22 C -4.4113 -0.8695 1.5979
23 N -4.7730 -0.2254 0.3153
24 O -3.8180 0.2080 -0.3814
25 O -5.9239 -0.2506 -0.0335
26 H -3.7390 -0.1918 2.1240
27 H -3.9052 -1.7614 1.2283
28 H -5.3214 -1.1650 2.1199
29 O 2.8903 0.2904 -0.0412
30 S 1.5447 -0.1981 -0.2506
31 O 1.1966 -1.0139 -1.4324
32 O 0.9789 -0.8743 1.1417
33 C -0.2222 -0.3366 1.6135
34 C -0.8200 0.4789 0.4839
35 O 0.3599 0.9492 -0.1206
36 H -0.8664 -1.1339 1.9842
37 H 0.0113 0.3218 2.4502
38 H -1.4566 1.3154 0.7721
39 H -1.3603 -0.0890 -0.2735
40 O -2.2073 -4.3388 -4.8890
41 S -0.8521 -4.6878 -4.6358
42 O 0.0733 -4.9619 -5.7514
43 O -0.2741 -3.5905 -3.5251
44 C 0.3928 -4.1561 -2.4292
45 C 0.4139 -5.7490 -2.6804
46 O -0.6948 -5.9523 -3.5498
47 H 1.3586 -3.6556 -2.3588
48 H -0.3179 -3.8639 -1.6561
49 H 0.2398 -6.3852 -1.8126
50 H 1.3378 -6.1190 -3.1250
51 O 1.7285 -3.5178 0.9763
52 S 0.7435 -4.4085 1.5275
53 O -0.6027 -3.8795 1.7746
54 O 0.5978 -5.8530 0.8163
55 C 0.6043 -6.9349 1.6743
56 C 0.5051 -6.3815 3.0986
57 O 1.1764 -5.1019 3.0265
58 H -0.1742 -7.6728 1.4806
59 H 1.5595 -7.4259 1.4883
60 H 1.1207 -6.9017 3.8324
61 H -0.5131 -6.3179 3.4825
62 O -1.7736 5.4901 -1.4938
63 S -1.9444 4.3797 -0.5571
64 O -2.0992 3.0322 -1.1446
65 O -0.8167 4.2769 0.5941
66 C -0.9928 5.3288 1.5672
67 C -2.4989 5.2441 1.8050
68 O -3.0239 4.6813 0.6591
69 H -0.3994 4.9887 2.4159
70 H -0.6733 6.2444 1.0696
71 H -2.8985 6.2555 1.8794
72 H -2.7840 4.5908 2.6295
73 O -1.6688 1.6041 3.6110
74 S -2.9117 1.9662 4.2209
75 O -2.8498 2.8232 5.3641
76 O -3.9826 2.5714 3.0930
77 C -5.3021 2.5155 3.5538
78 C -5.3618 1.1501 4.1643
79 O -3.9968 0.7188 4.4530
80 H -5.4569 3.3217 4.2709
81 H -6.0363 2.4585 2.7502
82 H -5.8510 0.3997 3.5433
83 H -5.9812 1.1493 5.0613
84 O 2.0171 5.3360 -2.6283
85 S 3.2004 5.7099 -1.8809
86 O 4.1399 6.6300 -2.5326
87 O 2.8857 6.2278 -0.3369
88 C 2.8164 5.1748 0.6366
89 C 3.2984 3.9708 -0.1213
90 O 3.8882 4.3761 -1.3191
91 H 3.4459 5.3236 1.5139
92 H 1.7658 5.0452 0.8966
93 H 2.5540 3.2082 -0.3501
94 H 4.1103 3.5237 0.4523
95 C 0.4449 1.8785 -3.2991
96 N 0.4649 2.9137 -4.3966
97 C -0.7961 3.4183 -4.8517
98 C 1.5953 3.3536 -4.8804
99 O 1.6806 4.1105 -5.8732
100 H -0.3091 1.1017 -3.4260
101 H -0.0019 2.4022 -2.4540
102 H 1.4135 1.4277 -3.0830
103 H -1.1602 4.1607 -4.1415
104 H -0.7609 3.7634 -5.8850
105 H -1.5331 2.6168 -4.9009
106 H 2.4494 3.0406 -4.2601

Results of the Mulliken charge analysis, in e, for atoms 1 through 99: atom 1 (C): -0.514, atom 2 (N): 0.884, atom 3 (O): -0.534, atom 4 (O): -0.438, atom 5 (H): 0.138, atom 6 (H): 0.350, atom 7 (H): 0.097, atom 8 (C): -0.284, atom 9 (N): 0.985, atom 10 (O): -0.580, atom 11 (O): -0.552, atom 12 (H): 0.407, atom 13 (H): -0.118, atom 14 (H): 0.162, atom 15 (C): -0.431, atom 16 (N): 1.042, atom 17 (O): -0.570, atom 18 (O): -0.559, atom 19 (H): 0.312, atom 20 (H): 0.239, atom 21 (H): -0.055, atom 22 (C): -0.608, atom 23 (N): 0.948, atom 24 (O): -0.510, atom 25 (O): -0.572, atom 26 (H): -0.117, atom 27 (H): 0.382, atom 28 (H): 0.448, atom 29 (O): -0.643, atom 30 (S): 1.070, atom 31 (O): -0.265, atom 32 (O): -0.476, atom 33 (C): 0.248, atom 34 (C): 0.079, atom 35 (O): -0.101, atom 36 (H): 0.080, atom 37 (H): 0.076, atom 38 (H): -0.144, atom 39 (H): 0.189, atom 40 (O): -0.510, atom 41 (S): 1.053, atom 42 (O): -0.550, atom 43 (O): -0.265, atom 44 (C): 0.163, atom 45 (C): 0.032, atom 46 (O): -0.395, atom 47 (H): -0.045, atom 48 (H): 0.099, atom 49 (H): 0.101, atom 50 (H): 0.293, atom 51 (O): -0.230, atom 52 (S): 0.941, atom 53 (O): -0.585, atom 54 (O): -0.115, atom 55 (C): -0.349, atom 56 (C): -0.484, atom 57 (O): -0.410, atom 58 (H): 0.338, atom 59 (H): 0.305, atom 60 (H): 0.328, atom 61 (H): 0.262, atom 62 (O): -0.580, atom 63 (S): 1.006, atom 64 (O): -0.375, atom 65 (O): 0.024, atom 66 (C): -0.555, atom 67 (C): -0.090, atom 68 (O): -0.298, atom 69 (H): 0.364, atom 70 (H): 0.306, atom 71 (H): 0.290, atom 72 (H): -0.013, atom 73 (O): -0.340, atom 74 (S): 0.968, atom 75 (O): -0.615, atom 76 (O): -0.260, atom 77 (C): -0.367, atom 78 (C): -0.348, atom 79 (O): -0.259, atom 80 (H): 0.327, atom 81 (H): 0.348, atom 82 (H): 0.177, atom 83 (H): 0.371, atom 84 (O): -0.375, atom 85 (S): 1.025, atom 86 (O): -0.583, atom 87 (O): -0.366, atom 88 (C): 0.451, atom 89 (C): -0.005, atom 90 (O): -0.378, atom 91 (H): 0.317, atom 92 (H): -0.335, atom 93 (H): -0.114, atom 94 (H): 0.329, atom 95 (C): -0.479, atom 96 (N): 0.291, atom 97 (C): -0.996, atom 98 (C): 0.257, atom 99 (O): -0.709

---

DFT (wB97M-V/def2-TZVPD) results for a 3-piece molecular cluster, C2H13N5O overall.

ΔE to the lowest compared entry with this formula, charge and spin ... 97.1 kcal/mol
E ... -11775.1538 eV
Lowest unoccupied orbital energy (alpha / beta) ... 0.54 / 0.96 eV
HOMO energy (alpha / beta) ... -0.27288 / -0.30869 Ha

CARTESIAN COORDINATES (ANGSTROEM)
1 C -1.0582 -1.4103 0.3385
2 N -1.6250 1.0955 -1.0073
3 N -1.9956 2.4183 -0.8833
4 N -1.0369 -0.4256 1.3403
5 H -2.2168 0.6446 -0.2929
6 H -2.2315 2.7424 0.0589
7 H -2.2897 2.7869 -1.7830
8 H -0.2856 0.2495 1.2540
9 H -0.9953 -0.7800 2.2928
10 H -1.2594 -2.4019 0.7293
11 H -1.6332 -1.3640 -0.5795
12 C 2.0199 0.9382 0.2646
13 N 0.9942 1.1280 -0.7372
14 N 1.1995 -2.5268 -0.1712
15 O 0.3958 -1.4024 -0.4266
16 H 1.3665 0.8299 -1.6390
17 H 1.7110 -2.7339 -1.0270
18 H 1.8506 -2.3328 0.5886
19 H 1.6714 1.0914 1.2898
20 H 2.4752 -0.0668 0.2613
21 H 2.9432 1.5198 0.1288

natural (NBO) analysis output, partial charges in e: atom 1 (C): 0.091, atom 2 (N): -0.394, atom 3 (N): -0.647, atom 4 (N): -0.866, atom 5 (H): 0.296, atom 6 (H): 0.364, atom 7 (H): 0.383, atom 8 (H): 0.400, atom 9 (H): 0.370, atom 10 (H): 0.182, atom 11 (H): 0.194, atom 12 (C): -0.498, atom 13 (N): -0.399, atom 14 (N): -0.549, atom 15 (O): -0.472, atom 16 (H): 0.305, atom 17 (H): 0.345, atom 18 (H): 0.324, atom 19 (H): 0.172, atom 20 (H): 0.191, atom 21 (H): 0.208